This record from OMol25 describes a structure of composition C10H28ClI2OP2W. The level of theory is the ωB97M-V functional and the def2-TZVPD basis.

```
45
Properties=species:S:1:pos:R:3:mulliken_spin:R:1
I 1.3420 -2.2744 -1.0634 0.5430
I 0.3669 2.6170 -0.2763 0.4793
W 0.5351 0.0468 -0.4345 0.5214
P -2.1044 0.1073 0.1933 0.0045
C -3.5012 0.1895 -1.0241 -0.0023
C -2.7143 -1.2375 1.2940 -0.0026
H -3.8080 -1.1503 1.3906 -0.0001
H -3.6486 1.4995 1.4214 -0.0005
H -2.2533 -1.1223 2.2827 -0.0008
H -1.9977 1.6425 2.0674 -0.0020
H -3.5636 -0.6888 -1.6733 0.0002
H -2.4667 -2.2225 0.8769 -0.0004
C -2.5876 1.5775 1.1564 0.0041
H -4.4342 0.2762 -0.4484 0.0007
H -2.4496 2.4837 0.5645 0.0079
H -3.3978 1.0977 -1.6382 0.0001
P 3.0329 0.4688 0.0969 0.0843
C 4.0962 0.5264 -1.3927 -0.0017
C 3.4164 1.9750 1.0755 0.0167
H 3.5671 -0.9229 2.0099 0.0002
H 4.8692 -0.9508 0.7521 -0.0014
H 3.3780 -1.8965 0.5355 0.0113
C 3.7828 -0.9603 0.9395 0.0154
H 2.7732 1.9944 1.9667 -0.0041
H 4.4669 1.9471 1.3827 0.0009
H 5.1176 0.1809 -1.1292 0.0001
H 4.1331 1.5324 -1.8243 -0.0019
H 3.2342 2.8886 0.4947 0.0022
H 3.6956 -0.1730 -2.1489 0.0048
Cl 0.4992 -0.7116 1.8431 0.0287
C -0.0293 0.4574 -2.7407 0.0318
C -0.3591 -0.4366 -3.9498 0.0038
O -0.2379 -1.8234 -3.6040 0.1925
C -1.3789 -2.7191 -3.4453 -0.0121
C -1.9005 -2.7377 -2.0123 0.0243
H -0.7806 0.2333 -1.8955 0.0114
H -0.0965 1.5092 -2.9894 -0.0006
H 1.0236 0.2393 -2.3923 0.0109
H -1.3396 -0.2101 -4.3955 0.0031
H 0.3889 -0.2878 -4.7416 0.0097
H -2.1830 -2.5132 -4.1759 0.0112
H -0.9498 -3.7068 -3.6740 -0.0028
H -2.9798 -2.6530 -1.9359 0.0013
H -1.6229 -3.6527 -1.4918 0.0043
H -1.4930 -1.8959 -1.4663 0.0031
```

- ⟨S²⟩ = 2.13
- net charge = +3
- relative energy (zero: lowest compared OMol25 entry of this formula, charge and spin) (eV) = 0.864
- 2S+1 = 3
- calculated total energy (a.u.) = -2277.28360
- HOMO level (alpha / beta) (eV) = -19.24 / -19.13


This record from OMol25 describes a structure of composition C10H28N4O3PTeZn. The level of theory is the ωB97M-V functional and the def2-TZVPD basis.

```
48
Properties=species:S:1:pos:R:3:nbo_charge:R:1
Zn -0.0909 1.1337 -0.8764 1.5399
N -0.1426 3.3719 -1.1137 -0.8994
C -0.8103 3.9100 0.0723 -0.2316
C -0.1970 3.2904 1.3355 -0.2433
N -0.0140 1.8371 1.2394 -0.5498
C 1.2995 1.4314 1.7461 -0.2340
C 2.4163 1.8024 0.7733 -0.2341
N 2.1335 1.1441 -0.5022 -0.9133
C -1.0655 1.0936 1.9347 -0.2367
C -2.4096 1.2161 1.2256 -0.2359
N -2.2350 0.8467 -0.1830 -0.9207
H 0.8034 3.7405 -1.1620 0.3817
H -0.6142 3.6946 -1.9539 0.4004
H -1.8704 3.6693 -0.0040 0.1983
H -0.7081 5.0005 0.1402 0.2073
H -0.8228 3.5491 2.1963 0.2152
H 0.7796 3.7550 1.4926 0.2081
H 1.2887 0.3453 1.8320 0.2277
H 1.4948 1.8513 2.7380 0.2026
H 3.3755 1.4878 1.2039 0.2092
H 2.4632 2.8813 0.6023 0.1876
H 2.2316 0.1384 -0.3606 0.3974
H 2.8152 1.4121 -1.2103 0.3972
H -1.1580 1.4148 2.9795 0.1988
H -0.7898 0.0412 1.9130 0.2324
H -2.7922 2.2354 1.2856 0.1942
H -3.1278 0.5656 1.7368 0.2115
H -3.0099 1.2137 -0.7302 0.3961
H -2.2740 -0.1680 -0.2711 0.4075
C 3.1308 -2.7688 -1.1475 -0.6246
C 1.7771 -3.3584 -0.7960 -0.0617
O 0.7622 -2.8942 -1.6815 -0.8392
P -0.1555 -1.6225 -1.3933 2.0523
O 0.1897 -0.9275 -0.1123 -1.2549
Te -0.1363 -0.0366 -3.1921 -0.5154
O -1.6461 -2.2179 -1.2619 -0.8571
C -1.9698 -3.6045 -1.3642 -0.0600
C -2.1015 -4.2040 0.0247 -0.6278
H 3.9139 -3.3052 -0.6176 0.2296
H 3.1774 -1.7161 -0.8714 0.1858
H 3.3002 -2.8620 -2.2180 0.2298
H 1.5114 -3.1298 0.2411 0.1886
H 1.7889 -4.4417 -0.9361 0.2011
H -1.1998 -4.1218 -1.9418 0.1969
H -2.9154 -3.6507 -1.9087 0.1964
H -1.1567 -4.1092 0.5578 0.2049
H -2.3663 -5.2552 -0.0456 0.2281
H -2.8748 -3.6815 0.5841 0.2129
```

- net charge = +1
- relative energy (zero: lowest compared OMol25 entry of this formula, charge and spin) (eV) = 0.000
- calculated total energy (a.u.) = -3231.25336
- HOMO level (eV) = -10.68


This record from OMol25 describes a cluster of 7 separate species, C10H28N6O14 in total. The level of theory is the ωB97M-V functional and the def2-TZVPD basis.

```
58
Properties=species:S:1:pos:R:3:nbo_charge:R:1
C -13.2433 -0.6624 6.9688 -0.4702
N -13.0630 -2.1149 6.6735 0.5447
O -13.2114 -2.4429 5.5014 -0.3743
O -12.8747 -2.9063 7.6005 -0.4085
H -14.2408 -0.5684 7.1882 0.2374
H -13.0571 -0.1182 6.0085 0.2311
H -12.6237 -0.3894 7.7417 0.2474
C -11.5853 -6.0862 11.4515 -0.4874
N -11.3427 -4.6580 11.6171 0.5187
O -12.2951 -3.8928 11.5537 -0.3659
O -10.1953 -4.3320 11.9579 -0.3919
H -10.8729 -6.5772 12.1431 0.2463
H -11.2400 -6.2185 10.3801 0.2374
H -12.6187 -6.3625 11.6556 0.2488
C -12.3205 -5.9685 6.5572 -0.4913
N -13.2616 -6.7222 5.7286 0.5330
O -12.8475 -7.3298 4.7492 -0.3699
O -14.4419 -6.7096 6.0356 -0.3983
H -12.5677 -4.9126 6.4962 0.2700
H -11.3207 -6.2362 6.2509 0.2313
H -12.4585 -6.3346 7.5437 0.2178
C -11.2361 -0.7633 11.0470 -0.4748
N -10.4739 0.1674 10.0882 0.5393
O -10.9859 0.3181 8.9820 -0.4178
O -9.4211 0.6538 10.4481 -0.3574
H -11.2538 -0.2882 12.0022 0.2266
H -10.6467 -1.6964 11.1275 0.2525
H -12.2119 -0.8200 10.5915 0.2325
C -17.7971 -4.7285 12.4420 -0.5069
N -17.3962 -6.1641 12.5055 0.5392
O -18.1251 -6.9437 13.0293 -0.3482
O -16.2943 -6.4194 11.9900 -0.4296
H -18.5138 -4.6015 13.2936 0.2228
H -18.1735 -4.4249 11.4386 0.2740
H -16.8600 -4.2112 12.6057 0.2421
C -15.3683 -4.8337 9.0362 -0.4664
N -15.7572 -3.3564 9.1406 0.5530
O -15.9879 -2.9569 10.2926 -0.4164
O -15.7171 -2.6645 8.1563 -0.3891
H -14.5514 -4.8885 8.3634 0.2165
H -16.2739 -5.2873 8.7150 0.2615
H -14.9896 -5.1579 10.0040 0.2289
C -18.8121 -2.9830 8.6458 -0.2627
O -18.4158 -4.2901 9.1092 -0.5672
C -19.1459 -5.3830 8.5226 -0.0714
C -19.0245 -5.4856 7.0628 -0.0999
O -17.6557 -5.5413 6.8187 -0.5595
C -17.2208 -5.5073 5.4724 -0.2551
H -19.8481 -2.9198 8.6048 0.1698
H -18.3597 -2.7095 7.7418 0.1836
H -18.5316 -2.2298 9.3566 0.2008
H -20.2693 -5.3747 8.7834 0.1697
H -18.7565 -6.3016 9.0631 0.1999
H -19.3964 -4.5303 6.6618 0.1660
H -19.6040 -6.3152 6.7323 0.1830
H -16.2886 -6.0718 5.3874 0.2256
H -17.0603 -4.4725 5.1277 0.1693
H -18.0246 -5.9445 4.7775 0.1596
```

- SMILES = C[N+](=O)[O-].C[N+](=O)[O-].C[N+](=O)[O-].C[N+](=O)[O-].C[N+](=O)[O-].C[N+](=O)[O-].COCCOC
- net charge = 0
- relative energy (zero: lowest compared OMol25 entry of this formula, charge and spin) (eV) = 0.748
- calculated total energy (a.u.) = -1779.06681
- HOMO level (eV) = -9.92


This record from OMol25 describes a structure of composition C10H28O2P2Y. The level of theory is the ωB97M-V functional and the def2-TZVPD basis.

```
43
Properties=species:S:1:pos:R:3:nbo_charge:R:1
Y -0.2707 0.0568 -0.0002 1.7035
H 0.8636 -0.0063 2.2289 0.0118
H 0.2073 -0.3470 2.4112 0.0368
P 2.0850 1.5265 0.4331 0.7326
P -1.5700 -2.1787 -1.0319 0.8067
C -3.0534 -1.6177 -1.9303 -0.9463
H -3.6422 -2.4527 -2.3321 0.2460
H -3.6812 -1.0217 -1.2538 0.2551
H -2.7420 -0.9652 -2.7603 0.2348
C -0.6789 -3.2353 -2.2162 -0.9390
H 0.2291 -3.6080 -1.7238 0.2613
H -1.2466 -4.0878 -2.6102 0.2467
H -0.3621 -2.6073 -3.0625 0.2411
C -2.2149 -3.2775 0.2629 -0.9383
H -2.8383 -2.6874 0.9575 0.2551
H -2.8076 -4.1167 -0.1236 0.2488
H -1.3641 -3.6761 0.8404 0.2567
C 3.4716 1.0573 -0.6725 -0.9197
H 4.3825 1.6366 -0.4673 0.2472
H 3.6820 -0.0122 -0.5388 0.2626
H 3.1621 1.2261 -1.7124 0.2409
C 1.9603 3.3316 0.1561 -0.9315
H 1.2257 3.7534 0.8548 0.2452
H 2.9290 3.8278 0.3009 0.2516
H 1.6098 3.5118 -0.8697 0.2432
C 2.8857 1.3889 2.0841 -0.9267
H 3.1005 0.3285 2.2881 0.2575
H 3.8192 1.9673 2.1384 0.2548
H 2.1866 1.7433 2.8551 0.2450
C -1.5367 2.3871 -0.9161 0.5337
O -2.4219 3.1050 -0.8422 -0.4043
H 0.9334 -1.4251 0.1131 -0.6206
C -3.9961 1.5001 1.8352 -0.6181
C -2.6031 0.9752 2.0829 0.1039
C -2.5601 -0.0991 3.1260 -0.6065
O -2.0324 0.3462 0.9540 -0.9890
H -4.6731 0.6637 1.6169 0.2122
H -3.9727 2.1798 0.9859 0.2101
H -4.3100 2.0538 2.7374 0.2253
H -1.9725 1.8261 2.3534 0.1436
H -3.2750 -0.8703 2.7973 0.2086
H -1.5919 -0.5980 3.1989 0.1956
H -2.8196 0.2127 4.1400 0.2220
```

- net charge = +1
- relative energy (zero: lowest compared OMol25 entry of this formula, charge and spin) (eV) = 0.000
- calculated total energy (a.u.) = -1269.09322
- HOMO level (eV) = -11.52


no.,M (g mol⁻¹)
1,699.38
2,476.32
3,456.36
4,331.19